The following is a DFT calculation (ωB97M-V/def2-TZVPD) of C3H7N3 in the gas phase.

Last column: Löwdin charge in e.
Cartesian coordinates (Å):
N1 -2.313 -1.679 0.890  0.165
C1 -1.606 -0.872 0.475  -0.223
C2 -0.708 0.147 -0.009  -0.433
N2 -0.726 0.186 -1.451  0.052
C3 0.637 -0.321 0.541  -0.282
N3 1.629 0.693 0.349  0.001
H1 -0.966 1.106 0.464  0.149
H2 -0.116 0.949 -1.722  0.074
H3 -1.649 0.437 -1.795  0.084
H4 0.423 -0.525 1.659  0.148
H5 0.910 -1.287 0.093  0.123
H6 2.366 0.612 1.034  0.069
H7 2.104 0.550 -0.535  0.072

Summary:
electronic energy = -7694.15487 eV
energy above the lowest of the compared OMol25 structures with the same formula, charge and spin = 12.1 kcal/mol
total charge = 0
highest occupied orbital energy = -10.0 eV
largest force on an atom = 1.87 eV/A
frontier orbital gap = 10.84 eV
SMILES = N#C[C@H](N)CN